Run a
This record from OMol25 describes a 3-piece molecular cluster, C3H11NO4 overall. The level of theory is the ωB97M-V functional and the def2-TZVPD basis.

## Properties
Net charge: 0
Structure (SMILES): CCNC(=O)O.O.O
E_HOMO, eV: -9.74
LUMO level, eV: 0.431
Orbital gap, eV: 10.1735

Atoms and positions in Å:
C (-0.07601, -1.92847, 0.51860)
N (-0.11285, -0.53464, 0.49378)
C (-0.92055, -0.05189, -0.48879)
O (-0.90154, 1.38885, -0.24171)
O (-1.48089, -0.41667, -1.44519)
C (-1.18785, -2.36587, 1.74107)
H (0.86591, -2.41676, 0.86513)
H (-0.53007, -2.33734, -0.49124)
H (0.26992, 0.07588, 1.17227)
H (-1.37194, 1.84657, -0.89289)
H (-0.61611, -3.12539, 2.30134)
H (-1.27423, -1.44650, 2.47297)
H (-2.10817, -2.69337, 1.13616)
H (2.30920, 3.32023, 0.79296)
H (1.00747, 2.84012, 0.16299)
O (2.06019, 2.70782, 0.15866)
H (1.17973, 1.00976, -3.06226)
H (1.30489, 2.21300, -2.15271)
O (1.58290, 1.91466, -3.04114)

Run b
This record from OMol25 describes C3H11NO4 as an isolated structure. The level of theory is the ωB97M-V functional and the def2-TZVPD basis.

## Properties
Net charge: 0
E_HOMO, eV: -10.31
LUMO level, eV: 0.091
Orbital gap, eV: 10.4017

Atoms and positions in Å:
H (-1.67658, 0.61694, -0.12965)
O (-2.16894, 1.25508, -0.93148)
N (-0.80583, 0.01406, 0.66316)
H (-1.71435, 2.08971, -1.07403)
H (-0.71824, 0.43023, 1.57366)
C (0.44509, 0.30875, -0.06579)
H (1.35584, 0.14782, 0.50805)
C (0.51498, -0.63400, -1.26080)
O (1.36031, -1.47591, -1.37836)
O (-0.48765, -0.50575, -2.12007)
H (-1.12166, 0.22436, -1.86481)
H (0.37443, 1.34027, -0.36574)
C (-1.25750, -1.37848, 0.78448)
H (-0.44240, -2.10259, 0.77484)
H (-1.89274, -1.48648, 1.65752)
H (-1.89029, -1.59352, -0.06766)
O (3.68050, 0.60634, 1.05264)
H (3.28255, 1.23325, 0.42806)
H (3.16246, 0.90993, 1.81597)

Relative energies, in kcal/mol, with the most stable structure set to zero: run a 12.0; run b 0.0.

Run a
This record from OMol25 describes a 3-piece molecular cluster, C3H11NO4 overall. The level of theory is the ωB97M-V functional and the def2-TZVPD basis.

## Properties
Net charge: 0
Structure (SMILES): NC(=O)CCO.O.O
E_HOMO, eV: -9.45
LUMO level, eV: 0.385
Orbital gap, eV: 9.8386

Atoms and positions in Å:
C (0.16770, -0.69642, 0.75790)
C (-0.35517, 0.23718, 1.87144)
O (-1.68726, 0.61877, 1.39161)
C (1.64851, -0.23419, 0.24200)
N (1.60550, 0.77624, -0.63229)
O (2.54890, -0.90489, 0.56907)
H (-0.53690, -0.70808, -0.12274)
H (0.19642, -1.80048, 1.08836)
H (-0.59139, -0.18376, 2.85394)
H (0.24479, 0.96196, 2.16599)
H (-1.98903, 1.50486, 1.77219)
H (2.46633, 1.33454, -0.88428)
H (0.68227, 1.12959, -0.96014)
H (-0.93292, -0.74023, -1.36000)
H (-0.96124, -2.30901, -2.01911)
O (-1.27459, -1.44749, -2.15652)
H (-2.37204, 1.31605, -1.01100)
H (-1.45222, 1.52833, -2.27882)
O (-1.43191, 1.32025, -1.30996)

Run b
This record from OMol25 describes a 3-piece molecular cluster, C3H11NO4 overall. The level of theory is the ωB97M-V functional and the def2-TZVPD basis.

## Properties
Net charge: 0
Structure (SMILES): O=CNCCO.O.O
E_HOMO, eV: -9.28
LUMO level, eV: 0.573
Orbital gap, eV: 9.8494

Atoms and positions in Å:
C (-0.85053, -1.30796, -0.85105)
N (-0.92701, -0.35518, 0.11008)
C (-0.05973, -0.08429, 1.24431)
C (-0.05481, 1.43726, 1.40847)
O (0.72473, 2.21958, 0.52309)
O (-1.64918, -1.33070, -1.77572)
H (-0.04469, -2.03521, -0.77651)
H (-1.77395, 0.19067, 0.10668)
H (-0.49745, -0.41279, 2.18990)
H (0.97336, -0.36988, 1.10584)
H (-1.09605, 1.79716, 1.32244)
H (0.17583, 1.77797, 2.42154)
H (0.27402, 2.15446, -0.31860)
H (2.36776, -2.50324, 0.30532)
H (1.20275, -3.45819, -0.08313)
O (1.43022, -2.68125, 0.41782)
H (0.57585, 2.21564, -2.44221)
H (-0.78232, 1.26608, -2.69440)
O (0.01121, 1.47986, -2.21386)

Relative energies, in kcal/mol, with the most stable structure set to zero: run a 23.0; run b 0.0.

Run a
This record from OMol25 describes C3H11NO4 as an isolated structure. The level of theory is the ωB97M-V functional and the def2-TZVPD basis.

## Properties
Net charge: 0
E_HOMO, eV: -9.80
LUMO level, eV: 0.254
Orbital gap, eV: 10.0562

Atoms and positions in Å:
H (1.29131, -0.18069, 0.35316)
O (1.30041, 1.05071, 0.78840)
N (0.77328, -1.23714, -0.07949)
H (1.89698, 1.47108, 1.41944)
H (0.68654, -1.22325, -1.09877)
C (-0.59053, -1.26461, 0.48177)
H (-0.62254, -1.42370, 1.56004)
C (-1.18064, 0.13866, 0.11185)
O (-1.91330, 0.15945, -0.86256)
O (-1.08593, 1.11317, 0.97670)
H (0.11433, 1.22176, 1.14783)
H (-1.31205, -1.97974, 0.08021)
C (1.50621, -2.41689, 0.34514)
H (1.14446, -3.40088, 0.00612)
H (2.51507, -2.55242, -0.06812)
H (1.60626, -2.62420, 1.41713)
O (0.27408, 2.20769, -1.80045)
H (0.71094, 1.85730, -1.02033)
H (-0.65992, 2.25779, -1.54187)

Run b
This record from OMol25 describes C3H11NO4 as an isolated structure. The level of theory is the ωB97M-V functional and the def2-TZVPD basis.

## Properties
Net charge: 0
E_HOMO, eV: -9.93
LUMO level, eV: 0.468
Orbital gap, eV: 10.4008

Atoms and positions in Å:
H (0.25471, -1.32030, 0.58560)
O (1.09559, -1.33730, 1.50978)
N (-0.49953, -1.03967, -0.32885)
H (0.72493, -1.14809, 2.38635)
H (-1.21307, -1.64940, -0.71490)
H (0.20508, -0.92663, -1.06011)
C (-1.14198, 0.25802, 0.06159)
H (-1.87316, 0.08330, 0.85840)
C (0.00968, 1.22642, 0.59197)
O (-0.16127, 2.41422, 0.42510)
O (1.07467, 0.66353, 1.05436)
H (1.08108, -0.22983, 1.31016)
C (-1.84177, 0.90616, -1.11727)
H (-2.22905, 0.10138, -1.76654)
H (-2.58806, 1.66895, -0.89640)
H (-1.16644, 1.52379, -1.72275)
O (2.66648, -0.58482, -0.71630)
H (3.16017, -0.94598, 0.03280)
H (2.44194, 0.33624, -0.49299)

Relative energies, in kcal/mol, with the most stable structure set to zero: run a 0.0; run b 15.8.